Molecular formula: C3H7N3
Method: DFT, ωB97M-V/def2-TZVPD

The LUMO energy is 0.085 eV. The energy above the lowest of the compared OMol25 structures with the same formula, charge and spin comes out at 155.3 kcal/mol. As for the spin multiplicity: 1. As for the net charge: 0. The frontier orbital gap is 0.299 Ha. Its electronic energy is -7687.9451 eV. The value obtained for the HOMO energy is -8.054 eV.

Positions of all 13 atoms, in Å:
C 1.338 -0.635 -0.088
C 1.283 0.696 -0.137
C 0.014 -1.129 0.273
N 0.055 1.269 0.162
N -0.769 0.093 0.414
N -1.932 0.102 -0.311
H 2.178 -1.303 -0.230
H 2.692 1.950 -0.321
H -0.306 -1.792 -0.643
H 0.090 -1.534 1.299
H 0.118 1.782 1.063
H -2.800 0.582 -0.164
H -1.960 -0.082 -1.317

natural (NBO) atomic charge list, values in e, 2 entries: -0.3895 0.1737